[1]
The following is a DFT calculation (ωB97M-V/def2-TZVPD) of C29H41N3P2SSe3TeTi as an isolated structure.

Results
orbital gap (spin up / spin down): 4.3 / 4.4 eV
total energy: -10696.76166 a.u.
2S+1: 3
expectation value of S²: 2.007
LUMO energy (spin up / spin down): 4.18 / 4.18 eV
total charge: -2
E_HOMO (spin up / spin down): -0.005 / -0.008 hartree

Last column: Löwdin spin population.
Geometry (Å):
C  4.18  -0.13  3.86  0.000
H  -0.62  -3.57  -7.60  0.000
C  -3.62  -0.80  0.68  0.001
H  1.47  -0.46  4.72  0.000
H  4.90  0.51  1.28  0.000
C  -2.58  1.68  2.40  0.000
H  -4.85  -0.82  -1.13  0.000
H  -0.19  0.03  4.33  0.000
C  -3.12  1.49  -1.06  0.002
H  -1.72  3.11  -0.70  0.000
H  -5.08  1.45  -0.08  0.000
C  4.13  1.19  0.95  0.000
N  -0.78  -0.94  -5.52  0.001
C  -4.36  -1.52  -0.45  0.000
H  1.40  3.46  -0.54  0.000
H  3.78  4.14  -0.66  0.000
H  0.57  -1.59  -8.48  0.000
H  -1.28  2.07  -2.07  0.003
C  0.47  -2.35  3.01  0.001
H  5.43  -1.48  1.67  0.000
C  -3.01  -1.81  1.66  0.001
H  4.48  -2.95  1.83  0.000
C  2.78  0.83  1.08  0.002
C  -1.74  1.27  1.38  0.002
H  -5.13  -2.18  -0.03  0.000
H  0.35  -2.94  2.11  0.000
C  -0.39  1.75  1.31  0.002
Ti  0.41  -0.81  -1.44  1.863
P  -2.24  0.21  -0.03  0.011
N  0.47  1.20  0.44  0.013
Se  2.63  -1.38  -4.24  0.023
H  1.15  0.99  3.73  0.000
C  -0.90  -2.97  -6.75  0.000
C  -4.31  2.17  -0.39  0.000
C  4.84  -2.08  2.37  0.000
Se  2.29  -2.14  0.01  0.006
C  2.18  2.85  -0.09  0.000
P  2.40  -0.82  1.71  0.008
C  1.78  1.63  0.49  0.003
C  0.83  -0.03  3.94  0.000
H  0.94  3.20  2.22  0.000
H  -3.46  0.94  -1.94  0.000
S  -1.88  -0.62  -3.12  0.022
H  5.51  -2.41  3.17  0.000
C  -0.45  -1.66  -6.58  0.000
H  -2.48  -1.31  2.47  0.000
C  -0.05  2.76  2.26  0.001
C  0.44  -0.99  -7.58  0.000
Te  2.16  0.82  -3.03  0.006
C  -2.11  2.53  -1.54  0.003
H  -3.79  -2.44  2.10  0.000
C  4.49  2.38  0.34  0.001
C  -2.19  2.61  3.36  0.002
H  -2.87  2.91  4.15  0.000
C  -0.92  3.17  3.25  0.000
C  3.50  3.22  -0.16  0.000
H  -4.33  -0.17  1.22  0.000
H  3.38  0.55  4.14  0.000
C  0.83  -0.90  2.68  0.003
H  0.09  -0.52  1.98  0.003
H  4.95  0.45  3.36  0.000
H  -2.31  -2.46  1.14  0.001
H  -4.78  2.87  -1.09  0.000
Se  1.23  -2.88  -3.09  0.006
H  -4.00  2.73  0.49  0.000
H  4.62  -0.55  4.77  0.000
H  3.12  -1.97  3.60  0.000
H  -2.18  -4.44  -5.84  0.000
H  -3.58  1.27  2.45  0.000
H  1.41  -0.83  -7.10  0.001
H  5.54  2.63  0.22  0.000
C  3.69  -1.28  2.97  0.002
H  -3.67  -2.11  -1.06  0.000
C  -1.75  -3.44  -5.76  0.001
H  -0.47  -2.35  3.57  0.000
N  -2.10  -2.75  -4.69  0.000
H  -2.60  3.23  -2.23  0.000
H  0.03  -0.01  -7.84  0.000
H  1.22  -2.83  3.65  0.000
C  -1.56  -1.51  -4.58  0.004
H  -0.60  3.92  3.95  0.000

[2]
The following is a DFT calculation (ωB97M-V/def2-TZVPD) of C29H41N5O3TeZr as an isolated structure in a non-equilibrium geometry.

Results
orbital gap: 7.2 eV
total energy: -1943.02014 a.u.
2S+1: 1
LUMO energy: -11.65 eV
total charge: +4
E_HOMO: -0.694 hartree

Last column: Mulliken charge in e.
Geometry (Å):
H  -1.57  2.69  -3.13  0.491
C  2.32  5.56  -3.43  -1.631
H  -3.75  -2.57  -1.69  0.602
C  0.18  2.77  -1.90  1.119
C  -3.00  -1.79  -1.86  -0.829
H  -1.47  3.64  2.63  0.368
C  0.30  -5.05  2.12  -0.542
H  -1.88  -3.88  -0.91  0.529
O  -0.85  -1.03  1.65  -0.367
C  2.90  -1.79  -4.00  -0.994
H  -4.32  0.87  3.05  0.462
C  0.46  -4.12  3.13  -0.545
H  -4.11  -0.37  1.79  0.304
C  -3.68  -0.43  -1.91  -1.028
H  1.93  2.74  3.37  0.503
C  -4.34  0.68  1.98  -1.115
H  -2.66  0.41  -3.61  0.461
H  3.26  -2.73  -3.59  0.391
C  0.48  -1.09  -4.13  -0.669
H  1.69  -0.03  2.09  0.005
H  3.90  2.26  2.21  0.376
H  2.59  0.36  3.55  0.601
H  -4.62  -0.54  -2.47  0.477
H  -1.95  2.23  3.64  0.357
H  -0.45  0.54  3.20  -0.305
C  2.62  4.01  -1.47  -0.761
H  2.66  -1.93  -5.04  0.397
Te  -2.87  1.95  1.10  0.442
H  -4.00  -0.14  -0.90  0.043
N  -1.66  1.09  -1.89  0.759
C  1.82  2.09  2.51  -0.922
C  -1.57  -2.99  -0.36  -0.799
H  -0.14  -7.05  2.74  0.345
C  0.12  -2.76  3.01  0.596
H  1.55  -6.59  2.93  0.422
C  -2.26  2.94  2.88  -1.145
N  3.02  2.32  1.70  0.026
C  -0.47  -2.30  1.81  0.926
H  -2.49  -2.02  -2.80  0.349
H  3.59  4.46  -1.31  0.499
H  4.17  2.98  0.22  0.514
C  0.46  0.47  3.80  -0.633
H  0.91  -6.95  1.33  0.420
H  2.90  6.30  -2.89  0.427
H  0.53  -0.64  5.57  0.364
H  0.73  -0.30  -4.83  0.417
H  3.65  -1.01  -3.90  0.362
C  1.64  -1.32  -2.00  -0.171
H  0.00  4.13  -3.54  0.548
C  0.95  2.37  -0.78  0.481
H  0.22  -1.99  -4.68  0.438
H  0.43  -2.69  5.10  0.494
H  0.42  1.26  4.56  0.575
C  0.68  -6.49  2.29  -1.619
H  0.96  2.41  1.94  -0.034
O  0.50  1.40  0.01  -0.396
H  1.48  6.08  -3.90  0.408
N  1.65  -1.38  -3.29  0.148
H  -0.56  -5.30  0.18  0.522
H  2.58  -1.58  -1.50  0.576
C  -0.33  -4.59  0.97  -0.644
C  3.14  2.74  0.48  -0.324
H  -3.56  1.58  -2.65  0.592
H  -3.14  3.48  3.20  0.456
Zr  -0.87  -0.07  -0.12  1.113
O  0.64  -1.01  -1.27  -0.412
H  0.88  -4.46  4.07  0.504
C  2.19  3.01  -0.57  0.445
C  -0.73  -3.25  0.80  0.821
H  -5.31  0.94  1.57  0.411
H  2.95  5.16  -4.23  0.333
N  0.42  -0.78  4.57  -0.060
H  -0.35  -0.78  -3.50  -0.165
C  1.85  4.46  -2.53  -0.447
C  1.71  0.63  2.96  0.178
N  -2.02  -1.85  -0.75  0.090
C  0.32  -2.03  4.24  -0.460
C  0.63  3.82  -2.71  -0.907
C  -2.92  0.70  -2.59  -0.975
C  -1.07  2.15  -2.32  -0.584

[3]
The following is a DFT calculation (ωB97M-V/def2-TZVPD) of C29H42Cl2MnN4O2PS as an isolated structure.

Results
orbital gap (spin up / spin down): 6.9 / 6.6 eV
total energy: -4310.43965 a.u.
2S+1: 2
expectation value of S²: 1.246
LUMO energy (spin up / spin down): -3.11 / -3.14 eV
total charge: +1
E_HOMO (spin up / spin down): -0.368 / -0.358 hartree

Last column: Löwdin spin population.
Geometry (Å):
P  -1.63  -1.48  -1.40  -0.002
C  5.23  1.15  0.39  0.000
C  -3.09  -1.92  -0.39  0.004
H  -3.80  -2.49  -1.00  0.000
H  1.18  0.88  -3.58  0.000
H  -3.57  -0.97  -0.13  0.000
H  -0.54  -3.55  -1.07  0.001
H  2.21  1.92  -2.55  0.000
C  -0.42  2.15  -1.85  0.004
H  -1.45  -5.02  -2.82  0.000
C  -1.95  -4.06  -2.63  0.002
C  -0.97  -3.09  -1.97  0.007
C  -6.09  0.95  2.91  0.001
H  -2.30  -3.69  -3.59  0.000
C  2.04  -3.14  0.46  -0.001
C  7.05  0.76  2.02  0.000
H  2.10  -3.78  -0.41  0.000
H  -1.85  -2.29  1.36  0.002
H  -4.47  -0.75  -2.57  0.000
C  -3.74  -0.04  4.03  -0.003
H  5.09  0.54  -2.47  0.000
H  7.27  -0.09  1.38  0.000
H  -1.25  4.73  -3.84  0.000
H  -2.55  -0.95  5.59  0.000
C  -2.38  4.07  -2.13  0.000
H  8.07  0.42  -1.08  0.000
H  -0.14  -2.87  -2.64  0.000
H  -2.81  -4.27  -2.00  0.000
H  7.16  1.71  -1.90  0.000
C  -2.73  -2.70  0.88  0.003
C  -2.46  0.54  2.00  -0.019
S  3.59  1.44  0.16  0.000
Mn  -0.10  -0.18  -0.01  1.000
C  -6.11  0.39  4.20  -0.004
C  -3.72  0.52  2.74  0.000
H  -2.32  0.43  -2.64  -0.001
Cl  0.75  -3.70  1.51  0.001
H  -3.98  -0.56  -4.25  -0.001
N  -2.46  1.21  0.84  -0.006
H  -3.55  -2.66  1.60  0.000
C  -2.52  -0.55  4.59  -0.003
H  -3.82  -2.13  -3.47  0.000
H  4.74  1.73  3.30  0.000
H  2.18  0.18  -2.28  0.000
C  -4.91  1.02  2.20  -0.004
H  0.51  3.05  -3.57  0.000
N  -1.45  1.20  0.08  0.008
H  -7.00  1.34  2.48  0.000
H  -3.25  3.21  -0.36  0.000
H  -7.04  0.33  4.75  0.000
O  -0.20  -0.19  1.91  -0.003
H  2.97  -3.13  1.02  0.000
H  -0.45  -0.98  4.33  0.000
H  4.52  2.98  2.07  0.000
C  -2.32  -0.64  -2.87  -0.010
C  -1.36  -0.57  3.90  -0.001
Cl  1.80  -1.46  -0.12  0.020
H  6.03  2.92  3.01  0.000
H  -1.60  -0.78  -3.68  0.000
N  5.87  1.47  1.54  0.000
C  5.39  -0.15  -1.68  0.000
C  7.29  1.17  -0.95  0.000
H  6.10  -0.87  -2.08  0.000
H  -3.15  4.82  -2.25  0.000
H  -2.52  -3.75  0.65  0.000
C  -1.48  2.19  -0.95  -0.001
C  5.25  2.33  2.54  0.000
N  6.02  0.55  -0.57  0.000
C  -4.95  -0.09  4.75  0.000
C  -2.45  3.16  -1.09  0.004
O  0.51  1.14  -1.63  0.001
H  7.61  1.88  -0.20  0.000
C  -1.32  4.02  -3.03  0.005
H  4.51  -0.68  -1.33  0.000
H  -4.94  -0.52  5.74  0.000
C  -3.73  -1.05  -3.31  -0.003
C  1.58  1.03  -2.58  0.001
C  -0.33  3.06  -2.88  0.000
H  -4.90  1.45  1.20  0.000
H  6.84  0.39  3.03  0.000
C  -1.29  -0.08  2.56  -0.006
H  7.92  1.41  2.08  0.000